Record 1
C9H14 | ωB97M-V/def2-TZVPD

Summary:
DFT total energy = -9558.0828 eV
Charge = 0
Energy relative to the best compared isomer or geometry (same formula, charge and spin) = 2.099 eV
Structure (SMILES) = Cc1ccccc1.CC

```
23
Properties=species:S:1:pos:R:3:lowdin_charge:R:1
C -1.6491 1.4198 -1.4883 -0.1564
C -0.8436 2.5118 -0.7910 -0.1514
H -2.3855 1.1325 -0.7216 0.0681
H -2.3729 1.7122 -2.1936 0.0321
H -1.1639 0.5024 -1.9659 0.0756
H -1.3877 3.3172 -0.4248 0.0382
H -0.2328 2.0727 -0.0579 0.0357
H -0.2266 3.1144 -1.4955 0.0771
C 1.5858 -0.3138 -1.2286 -0.0595
C 1.5433 -0.4440 1.0727 -0.0886
C 0.9962 -0.9347 -0.0231 -0.2802
C 0.8476 -0.7206 2.2783 -0.0635
C -0.2690 -1.5371 2.4059 -0.0836
C -0.0606 -2.0093 0.0421 -0.0001
C -0.5739 -2.3363 1.2894 -0.0988
H 2.3895 0.2041 1.0766 0.1129
H 1.1042 -0.1164 3.1446 0.0981
H 1.7310 0.7145 -0.9335 0.0718
H 0.7807 -0.1948 -1.9002 0.0400
H -0.9614 -1.5283 3.1294 0.0587
H -0.1067 -2.6258 -0.8434 0.0985
H -1.1854 -3.2152 1.3473 0.0935
H 2.4409 -0.7254 -1.7190 0.0815
```

---

Record 2
C9H14 | ωB97M-V/def2-TZVPD

Summary:
DFT total energy = -9559.3189 eV
Charge = 0
Energy relative to the best compared isomer or geometry (same formula, charge and spin) = 0.863 eV
Structure (SMILES) = Cc1ccccc1.CC

```
23
Properties=species:S:1:pos:R:3:lowdin_charge:R:1
C 0.8667 -2.4982 2.7008 -0.1755
C 1.9426 -1.6363 2.0291 -0.1689
H 0.4257 -2.0645 3.5882 0.0590
H 0.1022 -2.7681 1.9717 0.0570
H 1.2825 -3.4870 2.8752 0.0534
H 1.9970 -1.7785 0.9506 0.0603
H 2.8695 -1.6280 2.5952 0.0585
H 1.5517 -0.6091 2.0985 0.0560
C -1.6441 2.4554 0.2943 -0.0411
C 0.7882 1.0197 -2.2976 -0.0906
C 0.1894 1.9158 -1.3991 -0.0578
C 0.1227 -0.1414 -2.6380 -0.1098
C -0.9815 1.5542 -0.7631 -0.2765
C -1.1113 -0.4807 -2.0652 -0.0852
C -1.6622 0.3937 -1.1468 -0.0637
H 1.8393 1.0984 -2.5623 0.1020
H 0.5536 2.9287 -1.4031 0.1074
H 0.5426 -0.8623 -3.3310 0.0966
H -1.4519 -1.4920 -2.2393 0.0993
H -1.1009 2.4596 1.2308 0.0754
H -2.6319 2.0221 0.4677 0.0641
H -2.6464 0.2078 -0.7373 0.1029
H -1.8435 3.3907 -0.2193 0.0773
```

---

Record 3
C9H14 | ωB97M-V/def2-TZVPD

Summary:
DFT total energy = -9559.0515 eV
Charge = 0
Energy relative to the best compared isomer or geometry (same formula, charge and spin) = 1.130 eV
Structure (SMILES) = Cc1ccccc1.CC

```
23
Properties=species:S:1:pos:R:3:lowdin_charge:R:1
C -2.0118 0.0369 -0.7128 -0.0668
C 2.0423 -0.7009 -1.9242 -0.0936
C 1.6348 0.5369 -1.5617 -0.1101
C 1.1044 -1.7886 -1.8577 -0.0670
C 0.3208 0.8396 -1.1294 -0.0883
C -0.1645 -1.5022 -1.4232 -0.0679
C -0.5748 -0.2024 -1.0849 -0.3185
H 2.9168 -0.9096 -2.5298 0.0977
H 2.1946 1.4712 -1.4190 0.1083
H 1.4546 -2.7878 -2.1830 0.1102
H 0.1577 1.9075 -0.9508 0.1206
H -0.9841 -2.2069 -1.4938 0.1096
H -2.3714 -0.3013 0.3210 0.0937
H -2.6486 -0.5090 -1.4329 0.0794
H -2.3316 1.0865 -0.5992 0.0781
C -0.5345 1.0686 2.9351 -0.1636
C 0.3849 0.1657 2.0932 -0.1532
H -0.2451 1.2004 3.9709 0.0488
H -0.5582 2.1078 2.5303 0.0710
H -1.5178 0.6161 3.0027 0.0502
H -0.2013 -0.6532 1.6360 0.0606
H 1.2436 -0.1616 2.6565 0.0586
H 0.6891 0.6863 1.1568 0.0422
```

---

Record 4
C9H14 | ωB97M-V/def2-TZVPD

Summary:
DFT total energy = -9559.7134 eV
Charge = 0
Energy relative to the best compared isomer or geometry (same formula, charge and spin) = 0.468 eV
Structure (SMILES) = Cc1ccccc1.CC

```
23
Properties=species:S:1:pos:R:3:lowdin_charge:R:1
C -1.3772 2.3700 -1.6682 -0.0622
C 1.5036 1.2044 0.4243 -0.0907
C 0.4145 1.9146 -0.0554 -0.0521
C 2.1188 0.2621 -0.4245 -0.1130
C -0.1537 1.5791 -1.3112 -0.2797
C 1.6286 0.0165 -1.6735 -0.0992
C 0.4528 0.6266 -2.0965 -0.0556
H 1.9443 1.1365 1.4118 0.0994
H 0.0230 2.7549 0.5032 0.1079
H 2.9860 -0.2119 0.0202 0.0985
H 2.1540 -0.6792 -2.3175 0.1024
H -2.1729 2.1779 -0.9472 0.0799
H -1.7800 2.2474 -2.6717 0.0746
H 0.0321 0.3590 -3.0547 0.1083
H -1.1539 3.4338 -1.5668 0.0788
C -1.0505 -1.6649 1.9149 -0.1700
C -0.6039 -3.1191 1.9240 -0.1767
H -0.1846 -1.0000 1.9235 0.0482
H -1.7457 -1.4589 1.1077 0.0617
H -1.5243 -1.3771 2.8604 0.0616
H -1.4679 -3.7785 1.7970 0.0596
H -0.0726 -3.4108 2.8274 0.0595
H 0.0294 -3.3823 1.0729 0.0590
```

---

Record 5
C9H14 | ωB97M-V/def2-TZVPD

Summary:
DFT total energy = -9557.2207 eV
Charge = 0
Energy relative to the best compared isomer or geometry (same formula, charge and spin) = 2.961 eV
Structure (SMILES) = Cc1ccccc1.CC

```
23
Properties=species:S:1:pos:R:3:lowdin_charge:R:1
C 1.0936 -2.7885 2.4996 -0.1643
C 1.8393 -1.5097 2.0239 -0.1637
H 0.3168 -2.7144 3.2233 0.0346
H 0.8288 -3.3978 1.5746 0.0793
H 1.8456 -3.3348 3.1715 0.0743
H 2.9201 -1.4601 1.9953 0.0630
H 1.4706 -0.6350 2.5654 0.0600
H 1.3682 -1.2775 1.1222 0.0157
C -1.8127 2.4115 0.1591 -0.1154
C 0.7490 1.2111 -2.2598 -0.0863
C 0.0730 2.0394 -1.3253 -0.0167
C 0.3313 -0.0748 -2.4843 -0.1096
C -1.0185 1.3871 -0.6412 -0.2825
C -0.6374 -0.6924 -1.6988 -0.0875
C -1.4741 0.1243 -0.9334 -0.0691
H 1.5928 1.6201 -2.6516 0.0645
H 0.0122 3.1555 -1.2662 0.1235
H 0.6780 -0.6262 -3.3282 0.0946
H -0.8520 -1.7273 -2.0055 0.1068
H -1.5180 3.1479 0.9693 0.0859
H -2.7281 2.0882 0.6916 0.0551
H -2.5694 -0.0939 -0.9584 0.1338
H -2.5090 3.1473 -0.4431 0.1039
```

---

Record 6
C9H14 | ωB97M-V/def2-TZVPD

Summary:
DFT total energy = -9558.9521 eV
Charge = 0
Energy relative to the best compared isomer or geometry (same formula, charge and spin) = 1.229 eV
Structure (SMILES) = Cc1ccccc1.CC

```
23
Properties=species:S:1:pos:R:3:lowdin_charge:R:1
C -0.3034 1.4100 2.1654 -0.1687
C 0.8472 2.1178 2.8151 -0.1861
H -1.0337 2.1048 1.7253 0.0724
H -0.0083 0.6786 1.4189 0.0205
H -0.9920 0.9086 2.8544 0.0667
H 1.5987 1.5440 3.3592 0.0624
H 0.5802 3.0472 3.3434 0.0637
H 1.4925 2.7065 2.1314 0.0623
C -1.6671 -0.1505 -2.7351 -0.0584
C 0.3420 0.0821 -1.1790 -0.0725
C -0.6267 -0.6979 -1.8094 -0.2882
C 1.2231 -0.3945 -0.2276 -0.1212
C 1.1755 -1.7597 0.0351 -0.1060
C -0.5375 -2.0921 -1.6295 -0.0471
C 0.3582 -2.6082 -0.6906 -0.0926
H 0.1999 1.1120 -1.5171 0.1168
H 2.0053 0.2423 0.1620 0.1085
H -2.2614 0.6047 -2.1739 0.0859
H -2.3607 -0.9335 -3.0375 0.0794
H 1.9521 -1.9953 0.7791 0.1087
H -1.2193 -2.8565 -1.9946 0.1063
H 0.4067 -3.6544 -0.4045 0.1009
H -1.1712 0.5839 -3.3903 0.0866
```